{
  "formula": "C17H41N7O7P2",
  "method": "ωB97M-V/def2-TZVPD",
  "lumo_energy_ha": -0.0433,
  "smiles": "C#CC[C@@](O)(OC=O)ON=O.CN(C)P(=O)(N(C)C)N(C)C.CN(C)P(=O)(N(C)C)N(C)C",
  "energy_ev": -61617.67271,
  "homo_ha": -0.2821,
  "homo_lumo_gap_ev": 6.5,
  "elements": ["C", "C", "C", "C", "O", "O", "C", "O", "O", "N", "O", "H", "H", "H", "H", "H", "O", "P", "N", "C", "C", "N", "C", "C", "N", "C", "C", "H", "H", "H", "H", "H", "H", "H", "H", "H", "H", "H", "H", "H", "H", "H", "H", "H", "H", "O", "P", "N", "C", "C", "N", "C", "C", "N", "C", "C", "H", "H", "H", "H", "H", "H", "H", "H", "H", "H", "H", "H", "H", "H", "H", "H", "H", "H"],
  "xyz": [[0.628, -0.772, -3.045], [-0.572, -1.540, -3.140], [-1.896, -2.282, -3.802], [-3.194, -1.292, -3.989], [-4.192, -1.939, -4.855], [-3.783, -1.096, -2.655], [-3.352, 0.164, -2.030], [-4.268, 0.780, -1.237], [-2.888, 0.029, -4.563], [-2.057, -0.049, -5.617], [-1.264, 0.895, -5.442], [1.529, -0.061, -2.731], [-2.231, -3.116, -3.016], [-1.670, -2.849, -4.801], [-4.535, -2.745, -4.329], [-2.292, 0.656, -2.100], [-4.164, -3.274, 1.109], [-3.795, -2.411, 2.341], [-3.965, -3.687, 3.427], [-5.165, -4.227, 4.030], [-2.890, -4.670, 3.435], [-5.189, -1.417, 2.176], [-6.359, -1.389, 3.029], [-5.644, -1.174, 0.799], [-3.372, -1.420, 3.757], [-3.553, -1.675, 5.175], [-3.103, -0.011, 3.483], [-4.950, -4.552, 5.059], [-5.551, -5.085, 3.468], [-5.972, -3.515, 4.138], [-2.000, -4.239, 3.906], [-2.624, -4.979, 2.418], [-3.139, -5.581, 3.994], [-7.023, -2.240, 2.840], [-6.946, -0.477, 2.860], [-6.110, -1.355, 4.088], [-6.230, -2.013, 0.399], [-4.791, -1.008, 0.128], [-6.262, -0.272, 0.730], [-4.603, -1.697, 5.471], [-3.071, -0.906, 5.791], [-3.079, -2.612, 5.488], [-3.998, 0.603, 3.628], [-2.757, 0.125, 2.453], [-2.305, 0.379, 4.126], [3.465, 1.957, -0.901], [4.705, 2.868, -0.728], [4.749, 3.308, -2.353], [5.299, 2.592, -3.484], [3.744, 4.271, -2.784], [5.729, 1.550, -0.312], [6.787, 0.968, -1.112], [5.094, 0.456, 0.438], [6.130, 3.915, -0.530], [7.030, 4.480, -1.520], [6.694, 3.965, 0.816], [5.734, 3.306, -4.200], [4.534, 2.002, -4.003], [6.116, 1.927, -3.240], [3.993, 5.263, -2.392], [2.747, 3.999, -2.420], [3.675, 4.366, -3.875], [6.391, 0.326, -1.907], [7.449, 0.347, -0.494], [7.448, 1.715, -1.547], [4.529, -0.225, -0.214], [4.402, 0.851, 1.195], [5.831, -0.140, 0.986], [7.625, 3.722, -2.034], [7.741, 5.182, -1.068], [6.496, 5.076, -2.268], [7.511, 3.246, 0.935], [5.928, 3.741, 1.566], [7.072, 4.966, 1.057]]
}